# 1
C4H12OS2 | the ωB97M-V functional and the def2-TZVPD basis

Summary:
F_max = 1.8 eV Å⁻¹
Highest occupied orbital energy = -8.84 eV
E = -28060.6322 eV
M = 140.27 g/mol
Gap between HOMO and LUMO = 0.34760 Ha

The geometry in ORCA input format:
```
! wB97M-V def2-TZVPD RIJCOSX def2/J DEFGRID3
* xyz 0 1
H -2.7190 1.5566 2.9411
C 0.3574 -3.1896 -0.9501
C 0.6934 -2.0357 -1.9274
H 1.2360 -3.8529 -0.8806
S -0.5711 0.2454 -0.2197
H 1.6629 -1.6688 -1.5390
H 0.1404 -2.7869 0.0535
H 0.3223 2.0044 -1.4736
C 0.6924 2.5856 0.5873
H -0.3374 2.8853 0.8446
H -3.1048 1.0313 4.3552
H 1.2279 3.4669 0.1959
H -0.5080 -3.7861 -1.2845
C 0.6195 1.5452 -0.5112
H 1.1996 2.2449 1.5056
H 1.6332 1.1195 -0.6402
S -0.6751 -0.7992 -1.9804
O -2.7246 1.8114 3.8915
H 0.8551 -2.3773 -2.9679
*
```

=====

# 2
C9H16FN2 | the ωB97M-V functional and the def2-TZVPD basis

Summary:
F_max = 4.1 eV Å⁻¹
Highest occupied orbital energy (spin up / spin down) = -11.71 / -14.84 eV
E = -15276.5244 eV
M = 171.24 g/mol
Gap between HOMO and LUMO (spin up / spin down) = 0.28761 / 0.32617 Ha

The geometry in ORCA input format:
```
! wB97M-V def2-TZVPD RIJCOSX def2/J DEFGRID3
* xyz 1 3
C -1.6472 -2.0206 0.1546
H 2.5204 2.8226 1.0361
H 0.2665 0.1379 -1.7628
C 2.2785 0.7125 0.2133
C -2.9494 -1.3542 0.0828
N -0.6056 1.7304 0.5547
H -1.8954 -3.0797 -0.0612
H 1.6077 1.6501 2.0543
H 0.8946 2.4220 -0.7933
H 0.9958 -0.7079 1.1771
H 0.0726 -2.3132 -1.2621
H 0.4000 3.3963 0.5967
C 0.6261 2.4864 0.2609
H 2.4201 1.0707 -0.7558
C 1.2752 -0.4761 0.1119
C -0.9018 0.6404 -0.0264
N -2.8441 -0.0004 0.4741
H 3.1564 0.2685 0.4467
H -1.4606 -1.6146 -1.8638
H -1.1776 -1.9342 1.1610
H -3.4845 -1.4759 -0.8483
H 1.7052 -1.3281 -0.3983
H -3.5235 -1.8166 0.8882
C -0.7839 -1.5782 -1.0323
C -0.0381 -0.2019 -0.7374
C 1.8890 1.9462 1.0630
F -3.7952 0.7350 -0.2094
H -1.3256 2.2685 1.0634
*
```

=====

# 3
C40H27BF4LaN7O13P2 | the ωB97M-V functional and the def2-TZVPD basis

Summary:
F_max = 2.8 eV Å⁻¹
Highest occupied orbital energy = -4.16 eV
E = -109959.4413 eV
M = 1101.35 g/mol
Gap between HOMO and LUMO = 0.28852 Ha

The geometry in ORCA input format:
```
! wB97M-V def2-TZVPD RIJCOSX def2/J DEFGRID3
* xyz -2 1
H -16.4213 -12.8709 5.1730
C -21.5206 -9.0076 11.8583
H -14.2304 -5.0038 2.3951
N -18.6889 -12.9571 8.6282
C -18.9531 -14.1498 8.0562
C -13.8876 -11.2838 3.8866
H -16.6251 -15.9625 1.2728
H -23.2345 -13.6930 0.4356
H -12.1287 -11.9715 4.8318
O -22.9621 -9.1788 13.6132
O -18.9114 -13.0020 5.9895
C -22.0312 -13.8288 2.1405
H -18.3497 -9.7722 2.2066
C -21.5413 -12.4453 0.2227
C -12.3328 -12.6761 2.7368
C -19.2372 -14.1097 6.5420
N -18.9885 -7.7332 3.5997
C -20.2837 -8.5100 11.4103
C -19.0512 -15.3138 8.7740
C -15.1776 -6.3602 3.8386
C -16.5225 -15.1689 2.0774
H -19.7898 -11.1808 0.5198
H -13.9889 -6.6988 0.5842
C -12.7240 -12.0008 3.8940
O -16.6023 -10.5110 4.6380
H -14.9384 -14.6119 4.9904
C -13.1574 -12.5791 1.6268
N -22.7383 -11.1668 9.2413
C -18.8030 -14.0335 10.7287
O -18.3168 -8.2733 8.4921
H -14.9845 -11.7192 0.7182
N -21.8753 -8.7811 13.2371
N -18.5922 -8.1779 9.6521
H -14.8996 -16.1212 3.0771
O -17.7389 -10.7498 9.6043
F -15.9572 -12.1203 6.9729
O -17.9237 -7.6058 10.5065
P -18.6510 -11.8898 3.1895
C -15.5994 -8.5362 2.9427
C -17.4516 -14.1363 2.1626
C -20.1116 -12.4472 2.1803
C -18.7135 -6.4931 3.2023
C -14.4715 -6.9340 1.5204
N -18.5264 -5.4877 2.6444
O -18.1442 -11.3696 11.7288
H -22.6861 -14.5213 2.6836
H -19.6382 -7.9506 12.0802
C -14.7077 -11.2347 2.7513
H -14.2678 -10.8161 4.7850
O -21.1052 -8.0994 13.8915
H -15.1583 -5.5782 4.6404
O -22.1410 -12.0645 8.7500
H -21.8158 -12.0705 -0.8000
F -15.8168 -9.9125 7.4250
C -18.6437 -12.8931 9.9475
N -19.0150 -8.6446 5.9112
C -22.3353 -9.7511 11.1046
H -16.2326 -7.8509 4.9914
H -19.1851 -16.2506 8.2027
C -15.6013 -14.4871 4.1645
O -20.3267 -10.1461 8.1393
C -14.5761 -6.0133 2.5719
C -21.9540 -10.1210 9.8234
F -14.6513 -11.3846 8.7707
F -13.8493 -11.0238 6.7213
H -12.8719 -13.1328 0.7549
C -18.1142 -11.5296 10.5211
La -18.2455 -10.7855 7.0560
O -23.9552 -11.1079 9.3268
C -14.9514 -8.2398 1.7538
C -15.5975 -15.3349 3.0838
C -20.9053 -13.4008 2.8324
O -19.1732 -11.1574 4.3524
C -22.3395 -13.3662 0.9099
H -20.6729 -13.8126 3.8542
C -17.4395 -13.2613 3.2268
O -19.8048 -15.1078 6.0356
H -11.4982 -13.3842 2.6875
P -16.2163 -10.2660 3.2160
C -14.3522 -11.8631 1.6039
H -23.2233 -10.1669 11.5524
H -17.5238 -11.0119 1.1794
C -17.6626 -10.6734 2.1823
C -20.6780 -9.6489 9.2447
H -14.9146 -8.9122 0.9021
C -19.9089 -8.6984 10.0872
C -15.7366 -7.6038 4.0525
C -19.0169 -15.2963 10.1608
C -16.4747 -13.4354 4.2685
H -18.1939 -14.0602 1.4008
C -20.4230 -11.9541 0.8983
B -15.0086 -11.0960 7.5130
C -18.9938 -8.1205 4.8494
H -19.1076 -16.2282 10.6852
H -18.7791 -13.8984 11.7969
*
```

=====

# 4
C5H5FOS | the ωB97M-V functional and the def2-TZVPD basis

Summary:
F_max = 8.4 eV Å⁻¹
Highest occupied orbital energy = -9.52 eV
E = -20863.0791 eV
M = 132.16 g/mol
Gap between HOMO and LUMO = 0.35113 Ha

The geometry in ORCA input format:
```
! wB97M-V def2-TZVPD RIJCOSX def2/J DEFGRID3
* xyz 0 1
S 1.0098 0.2423 1.3749
C 0.1192 -0.2486 -1.2795
C 0.4966 0.9178 -1.8460
C 0.1957 -0.7785 0.0815
H 1.0182 1.8001 -1.3874
H 0.2717 1.5709 2.9778
C -0.2461 -1.8901 0.4511
H 0.1147 1.3207 -2.9077
H -0.5641 -2.7983 -0.2434
F -0.5878 -1.1134 -2.1254
O -1.2897 1.8565 1.4022
C -0.3351 1.3491 1.9869
H -0.2031 -2.2286 1.5150
*
```

=====

# 5
C52H52Br3F3Li2N9O6 | the ωB97M-V functional and the def2-TZVPD basis

Summary:
F_max = 3.5 eV Å⁻¹
Highest occupied orbital energy = -9.54 eV
E = -299134.3577 eV
M = 1209.63 g/mol
Gap between HOMO and LUMO = 0.16845 Ha

The geometry in ORCA input format:
```
! wB97M-V def2-TZVPD RIJCOSX def2/J DEFGRID3
* xyz 1 1
H 5.1201 16.6206 -14.3110
H 3.9666 12.6464 -19.3188
O -2.9917 21.6130 -23.8617
C -1.7559 20.5685 -38.0233
C 4.7387 21.7902 -31.8495
H -9.1439 24.2037 -23.8137
H 3.2472 15.4534 -13.1795
C -8.5344 24.4717 -20.0210
C -9.6397 25.2221 -21.9961
C -9.4212 25.3649 -20.5879
H 1.5435 24.2400 -11.0796
H -11.4859 18.6593 -24.5293
C -4.3179 32.3652 -29.0644
C 0.1067 22.7679 -10.8221
C -2.8868 21.5970 -25.3574
C -3.4633 30.3011 -30.7149
C -1.3263 16.0843 -31.3231
N -8.0858 23.3680 -22.1937
H 2.3814 18.8805 -16.5325
C -10.6102 20.5631 -26.9831
H -10.4094 25.7607 -22.5289
H 0.4821 17.9774 -15.3859
C 0.8188 23.6545 -11.6260
H -0.8971 23.1675 -14.4996
H -2.7005 22.3735 -21.1693
C 2.6039 18.0639 -15.8617
C 0.9822 15.4377 -31.2276
Br 0.0217 27.7389 -22.2742
C -0.9231 22.0964 -11.4251
H 4.4883 20.4835 -30.1951
C 2.9864 16.2417 -13.8702
H -0.1018 21.9178 -38.2615
H -1.7458 20.3255 -39.0756
H -3.2917 19.2127 -37.2514
C -2.5515 19.9589 -37.0030
C 1.0347 15.4889 -29.8237
Li -4.9449 17.1784 -28.3980
H 2.5998 14.2654 -20.5986
N -1.2931 22.2421 -12.7057
C -11.5673 19.3671 -25.3410
C 4.2843 12.9918 -20.2915
H -9.9287 26.0794 -19.9567
H -13.9228 20.6690 -27.2521
C -4.0352 31.4872 -31.2500
N -1.4185 16.1501 -29.9317
C -1.6237 21.2233 -35.2825
F -1.8322 23.9026 -25.6314
N -10.4602 19.7326 -25.9281
H 0.9217 24.4520 -13.7853
C -2.8833 23.0801 -25.9595
H -1.9068 21.1489 -25.5214
C 5.4401 12.4358 -20.8175
N -2.4666 20.2136 -35.6615
H 5.6545 14.0971 -23.7625
O -5.3356 34.5054 -28.7697
O -4.7647 33.3416 -27.0496
C -4.4772 32.4948 -30.3986
H 5.9981 11.7154 -20.2377
C 4.1199 21.3924 -30.6473
H 2.0779 24.1078 -30.3106
H -0.2183 16.1365 -28.1659
C -12.8275 19.6850 -25.8063
N 3.8959 17.7433 -15.5561
N 3.2598 23.6911 -31.8727
H -13.6762 19.2348 -25.3130
H -2.2731 20.6894 -21.3986
C -3.3853 30.1979 -29.3205
H -0.0651 22.5005 -35.8554
H -2.2298 16.3493 -31.8521
C -0.8423 21.5401 -37.5721
H 1.7272 15.0334 -31.8969
H 2.7033 21.9758 -29.0318
C -0.1626 15.6488 -31.9778
N -4.7917 33.5046 -28.2360
H 6.8346 12.4717 -22.5483
Li -6.3967 20.1793 -24.2068
H -1.4691 21.3075 -10.9292
H 1.8457 15.2212 -29.1626
C 4.2250 22.9214 -32.4821
C 4.0426 14.2861 -22.2738
C -1.5192 28.0422 -21.1334
C -0.2174 15.9142 -29.2228
C -12.9185 20.5092 -26.8883
O 3.8538 15.9461 -23.8946
C 1.7238 16.6277 -14.1586
H -1.3447 22.8488 -23.3005
C -3.8115 31.2152 -28.5307
C 1.4718 17.6080 -15.1611
O 2.1702 15.5177 -22.5990
O -3.8423 20.6694 -25.8098
C 3.1212 22.1784 -30.0068
H -0.1512 15.4553 -33.0402
H -3.1537 29.5408 -31.4166
H 0.9248 16.2491 -13.5383
H -9.7382 20.8946 -27.5273
H -1.5307 29.0792 -20.7978
C -1.7679 21.8568 -23.1422
C 0.4278 23.8787 -13.0147
H -4.2198 31.5636 -32.3113
C -7.8866 23.5530 -20.8253
C 5.9284 12.8447 -22.0942
C -9.0055 24.1975 -22.7427
F -4.0317 23.7776 -25.6715
H -3.7600 31.2514 -27.4525
C -11.8042 20.9428 -27.5225
H 0.3882 22.7132 -9.7809
H 4.5712 23.1896 -33.4694
H -2.9283 29.3360 -28.8571
H -11.8130 21.6226 -28.3617
C -0.8437 21.8455 -36.2176
H -1.0014 21.8821 -21.0578
C 4.0956 16.7844 -14.6110
C -1.9407 21.7109 -21.5836
N 3.2995 15.2980 -22.9971
Br -3.2240 27.5666 -22.0216
H -1.1038 21.0448 -23.4383
C 3.5315 13.9201 -21.0216
H 5.5185 21.2070 -32.3166
H -8.3162 24.4319 -18.9640
C 2.7065 23.3199 -30.6985
H -4.9105 33.4043 -30.7877
F -2.8323 23.0157 -27.2333
C -0.5944 23.0720 -13.4673
H -7.1791 22.9241 -20.3053
H -1.5292 21.5306 -34.2514
C 5.2427 13.7866 -22.8136
Br -1.2139 26.8641 -19.5173
*
```

=====

# 6
C40H35N2 | the ωB97M-V functional and the def2-TZVPD basis

Summary:
F_max = 2.4 eV Å⁻¹
Highest occupied orbital energy = -9.27 eV
E = -45020.3338 eV
M = 543.73 g/mol
Gap between HOMO and LUMO = 0.14280 Ha

The geometry in ORCA input format:
```
! wB97M-V def2-TZVPD RIJCOSX def2/J DEFGRID3
* xyz 1 1
C 0.4525 3.9196 0.3477
C -1.3599 1.6429 -0.1340
H 2.7344 0.1093 -3.2885
C -1.6076 -4.6477 -1.3043
C -2.4300 0.0074 -1.7011
C -1.0068 1.5761 3.5766
C -2.7064 0.2815 4.7033
H 4.5373 -0.2943 0.2900
C -3.4695 0.2724 3.5301
C -0.4692 3.4619 1.3231
C 0.8015 5.9911 1.5680
H 3.3998 1.0580 0.2762
H 0.6564 3.3056 -0.5302
H 1.4681 -3.6789 -0.2104
H -4.4550 -0.1924 3.5241
H -2.4869 -4.0456 -3.1782
H -3.0795 -0.2040 5.6069
C 1.1946 -1.7475 3.2401
C -0.6782 -2.9443 -2.7461
C -1.8801 0.3878 -0.4239
H 3.3044 -2.1393 3.4996
C -2.8102 0.3952 -4.0744
C -3.2805 -1.1222 -1.7768
H -3.5550 0.7899 1.4400
C 3.9890 0.3879 -0.3713
H -3.4391 -1.7171 -0.8734
C -1.6596 -3.8877 -2.4833
H -0.3972 6.2213 3.3617
C -1.1936 2.1940 1.1562
C -0.4628 -4.5866 -0.4941
H 1.8691 5.4347 -0.2224
C -0.7167 4.3133 2.4312
N -3.5255 -6.2882 -0.6566
C 1.1104 5.1391 0.5009
H -4.1455 -0.9959 -5.0685
H -0.0777 2.1502 3.6298
C -1.4551 0.9130 4.7093
H -0.8320 0.8928 5.6059
C 3.5563 -0.2792 -2.6740
H -0.8618 -1.4196 2.6488
H -2.6411 0.9991 -4.9686
C 1.8196 -1.3218 0.5472
C 2.5141 -1.8877 2.7945
C -3.6498 -0.7257 -4.1327
H 3.8395 -1.9152 1.0888
C 2.8265 -1.7164 1.4452
C 0.1763 -1.4582 2.3275
C -2.1951 0.7581 -2.8785
C -1.7309 1.5249 2.3545
C 0.5399 -3.6776 -0.7867
C 0.5072 -1.2145 1.0089
C -0.1284 5.5718 2.5284
C -2.6719 -5.5466 -0.9619
H -1.0507 2.2584 -0.9799
H 4.5742 1.4980 -3.3640
C 4.9829 1.1553 -1.2549
N 3.1384 -0.3572 -1.2832
H 5.6516 0.1276 -3.0856
C 2.0531 -1.0670 -0.9054
H 0.9484 -1.8674 4.2965
H -4.5162 -2.3697 -3.0174
C 1.1169 -1.4758 -1.8701
C 4.7763 0.6565 -2.6961
H -1.4093 3.9930 3.2117
H 1.2777 6.9688 1.6606
H 4.7623 2.2245 -1.1875
C -3.8740 -1.4873 -2.9749
H -0.3708 -5.2750 0.3548
H -2.0671 -0.3097 0.3993
H -0.7137 -2.3346 -3.6494
H -1.5284 1.6198 -2.8428
C 0.3391 -2.6766 -1.7857
H -0.2389 -0.9408 0.2709
H 3.7881 -1.2901 -3.0438
H 1.0791 -0.9431 -2.8301
H 6.0076 1.0092 -0.9044
C -2.9649 0.8382 2.3566
*
```

=====

# 7
C2H27N2O10 | the ωB97M-V functional and the def2-TZVPD basis

Summary:
F_max = 3.7 eV Å⁻¹
Highest occupied orbital energy = -13.47 eV
E = -25961.7134 eV
M = 239.24 g/mol
Gap between HOMO and LUMO = 0.39710 Ha

The geometry in ORCA input format:
```
! wB97M-V def2-TZVPD RIJCOSX def2/J DEFGRID3
* xyz 1 1
O -0.7230 -3.2590 -1.7604
H 2.0529 -1.0216 -1.7457
H -0.2856 3.4052 2.6223
O -1.3357 -2.7178 0.9378
H -0.1896 -0.6047 3.0528
H 2.7490 -1.2611 2.2383
O 1.0165 -1.0050 -0.1488
H -1.0730 3.0799 -0.6182
C -1.0510 2.9062 2.0217
H -1.5892 3.7824 1.4829
H -0.8979 -2.8646 0.1217
H -0.3463 1.0344 1.4980
H 0.0582 -3.6605 -2.2075
H 2.0811 -2.5440 2.7461
O -2.0016 -0.4190 -0.4217
H -1.8519 2.3723 2.6182
O 3.7586 -0.1680 1.3493
H -2.8988 -0.1824 -0.6797
H 4.0897 0.7239 1.4411
H -2.7132 1.8036 -0.3180
H -2.1502 -1.2179 0.1345
O -3.1533 2.5108 0.2054
H -0.1172 1.5046 -2.1506
H 0.3466 0.5380 -0.7847
H 0.9468 -0.9437 -2.9054
C -0.5604 2.2121 -0.2785
H 4.3508 -0.6970 0.8143
O -0.8672 -0.1307 2.5425
O 1.2500 1.5510 -3.8050
O 1.9266 -1.7914 2.2035
H -2.8643 2.5605 1.0972
H 0.4767 -1.7839 -0.3552
H -1.3985 -3.2661 -2.4907
H -1.1087 -0.8559 1.9575
H 1.3860 -1.2248 0.7055
H 1.4013 0.6759 -3.4199
O 1.8639 -0.9310 -2.6943
H -1.7165 -3.4790 1.3574
H 1.6262 2.0677 -3.0905
N -0.4805 1.9270 1.0238
N -0.2654 1.2517 -1.1828
*
```

=====

Copy entry 7 word for word.
C2H27N2O10 | the ωB97M-V functional and the def2-TZVPD basis

Summary:
F_max = 3.7 eV Å⁻¹
Highest occupied orbital energy = -13.47 eV
E = -25961.7134 eV
M = 239.24 g/mol
Gap between HOMO and LUMO = 0.39710 Ha

The geometry in ORCA input format:
```
! wB97M-V def2-TZVPD RIJCOSX def2/J DEFGRID3
* xyz 1 1
O -0.7230 -3.2590 -1.7604
H 2.0529 -1.0216 -1.7457
H -0.2856 3.4052 2.6223
O -1.3357 -2.7178 0.9378
H -0.1896 -0.6047 3.0528
H 2.7490 -1.2611 2.2383
O 1.0165 -1.0050 -0.1488
H -1.0730 3.0799 -0.6182
C -1.0510 2.9062 2.0217
H -1.5892 3.7824 1.4829
H -0.8979 -2.8646 0.1217
H -0.3463 1.0344 1.4980
H 0.0582 -3.6605 -2.2075
H 2.0811 -2.5440 2.7461
O -2.0016 -0.4190 -0.4217
H -1.8519 2.3723 2.6182
O 3.7586 -0.1680 1.3493
H -2.8988 -0.1824 -0.6797
H 4.0897 0.7239 1.4411
H -2.7132 1.8036 -0.3180
H -2.1502 -1.2179 0.1345
O -3.1533 2.5108 0.2054
H -0.1172 1.5046 -2.1506
H 0.3466 0.5380 -0.7847
H 0.9468 -0.9437 -2.9054
C -0.5604 2.2121 -0.2785
H 4.3508 -0.6970 0.8143
O -0.8672 -0.1307 2.5425
O 1.2500 1.5510 -3.8050
O 1.9266 -1.7914 2.2035
H -2.8643 2.5605 1.0972
H 0.4767 -1.7839 -0.3552
H -1.3985 -3.2661 -2.4907
H -1.1087 -0.8559 1.9575
H 1.3860 -1.2248 0.7055
H 1.4013 0.6759 -3.4199
O 1.8639 -0.9310 -2.6943
H -1.7165 -3.4790 1.3574
H 1.6262 2.0677 -3.0905
N -0.4805 1.9270 1.0238
N -0.2654 1.2517 -1.1828
*
```

=====

Which of these has the lowest E?
C52H52Br3F3Li2N9O6